DFT (wB97M-V/def2-TZVPD) results for a structure of composition C47H38F3FeN3P2S2 at a distorted geometry.

Structure (XYZ):
```
96
Properties=species:S:1:pos:R:3:lowdin_spin:R:1
Fe -1.130 0.543 0.207 1.14
F -3.594 4.588 -1.661 0.00
C -3.202 5.325 -0.599 0.00
F -3.540 6.602 -0.865 0.00
F -3.929 4.943 0.458 0.00
C -1.713 5.200 -0.360 0.00
C -0.935 6.335 -0.424 0.00
C 0.434 6.246 -0.214 0.00
C 0.961 5.003 0.050 0.00
N 0.216 3.896 0.105 0.00
C -1.094 3.960 -0.088 0.00
S -2.052 2.486 0.024 -0.01
H -1.399 7.288 -0.635 0.00
H 1.065 7.122 -0.253 0.00
H 2.024 4.866 0.224 0.00
C 0.946 -1.526 -1.526 -0.01
N 2.053 -1.483 -0.598 0.00
C 2.334 -0.275 0.179 0.00
P 1.111 1.152 0.188 -0.02
C 1.841 2.017 1.633 0.00
C 1.002 2.719 2.503 0.00
C 1.519 3.373 3.610 0.00
C 2.883 3.335 3.867 0.00
C 3.725 2.634 3.019 0.00
C 3.206 1.974 1.911 0.00
C 1.608 1.983 -1.374 0.00
C 2.868 2.545 -1.553 0.00
C 3.199 3.149 -2.760 0.00
C 2.284 3.182 -3.802 0.00
C 1.032 2.606 -3.640 0.00
C 0.696 2.013 -2.433 0.00
C 2.949 -2.548 -0.467 0.00
C 4.128 -2.385 0.268 0.00
C 5.013 -3.441 0.441 0.00
C 4.758 -4.686 -0.116 0.00
C 3.594 -4.849 -0.852 0.00
C 2.700 -3.803 -1.026 0.00
P -0.554 -1.658 -0.466 -0.02
C -0.187 -3.124 0.514 0.00
C 0.648 -3.064 1.622 0.00
C 1.026 -4.232 2.272 0.00
C 0.559 -5.456 1.823 0.00
C -0.281 -5.523 0.715 0.00
C -0.646 -4.361 0.054 0.00
C -2.084 -2.002 -1.310 0.00
C -3.189 -2.298 -0.346 0.00
C -4.714 -0.767 -1.688 0.00
C -4.466 -0.967 -3.126 0.00
C -3.270 -1.369 -3.493 0.00
C -2.140 -1.527 -2.560 0.00
H 1.047 -2.351 -2.222 0.00
H 0.896 -0.599 -2.108 0.00
H 3.275 0.166 -0.158 0.00
H 2.475 -0.539 1.229 0.00
H -0.057 2.755 2.302 0.00
H 0.856 3.916 4.271 0.00
H 3.288 3.850 4.729 0.00
H 4.787 2.593 3.219 0.00
H 3.886 1.424 1.276 0.00
H 3.592 2.541 -0.749 0.00
H 4.177 3.596 -2.883 0.00
H 2.548 3.653 -4.739 0.00
H 0.313 2.627 -4.448 0.00
H -0.296 1.599 -2.295 0.00
H 4.376 -1.431 0.715 0.00
H 5.916 -3.277 1.015 0.00
H 5.449 -5.506 0.018 0.00
H 3.362 -5.810 -1.296 0.00
H 1.796 -4.001 -1.580 0.00
H 1.019 -2.107 1.965 0.00
H 1.687 -4.184 3.127 0.00
H 0.852 -6.366 2.332 0.00
H -0.641 -6.478 0.358 0.00
H -1.285 -4.412 -0.823 0.00
H -3.027 -3.138 0.325 0.00
H -5.709 -0.343 -1.534 0.00
H -5.282 -0.867 -3.833 0.00
H -3.058 -1.548 -4.541 0.00
H -1.176 -1.289 -3.004 0.00
S -2.520 -2.192 3.283 0.01
C -1.128 -1.495 3.939 -0.01
C -0.595 -0.543 3.145 0.00
C -1.355 -0.333 1.939 -0.08
C -2.420 -1.157 1.924 0.02
C -3.372 -1.168 0.772 0.00
C -4.775 -1.509 1.195 0.00
C -5.471 -2.143 0.290 0.00
C -4.633 -2.177 -0.919 0.00
C -3.669 0.169 -1.151 0.00
N -3.072 -0.001 -0.049 -0.01
H -0.780 -1.833 4.904 0.00
H 0.298 -0.004 3.424 0.00
H -5.090 -1.314 2.214 0.00
H -6.472 -2.541 0.377 0.00
H -4.932 -2.956 -1.614 0.00
H -3.339 0.982 -1.789 0.00
```

The electronic energy comes out at -136606.6410 eV. For the energy above the lowest of the compared OMol25 structures with the same formula, charge and spin, the calculation gives 3.513 eV. Its frontier orbital gap (spin up / spin down) is 6.7 / 7.3 eV. As for the HOMO energy (spin up / spin down): -0.37277 / -0.37274 Eh. The net charge is +1. As for the multiplicity: 2.


DFT (wB97M-V/def2-TZVPD) results for the ion C8H13N4 with charge +1 at a distorted geometry.

Structure (XYZ):
```
25
Properties=species:S:1:pos:R:3:mulliken_charge:R:1
C 2.542 0.145 1.179 -0.09
C 0.237 0.532 2.212 -0.85
C 1.254 0.736 -0.739 0.78
C 1.052 0.200 3.328 0.69
C 0.324 1.067 -1.653 -1.21
C -2.344 0.571 -1.394 -1.33
C -0.945 -1.472 -0.754 -1.29
C -1.485 -0.572 -1.932 0.35
N 2.262 0.478 -0.122 -0.37
N 1.648 0.291 2.120 -0.01
N 1.396 -0.208 4.552 -0.44
N -0.312 0.148 -2.549 -0.09
H 3.434 -0.367 1.282 0.44
H 0.000 2.131 -1.708 0.33
H -3.242 0.154 -0.990 0.45
H -1.941 1.146 -0.626 0.36
H -2.694 1.294 -2.286 0.32
H -0.661 -0.852 -0.004 0.29
H -0.061 -2.054 -1.084 0.35
H -1.682 -2.054 -0.234 0.44
H -1.882 -1.259 -2.620 0.43
H 0.677 -0.131 5.286 0.29
H 2.449 -0.035 4.860 0.31
H -0.471 0.704 -3.411 0.40
H 0.444 -0.595 -2.713 0.44
```

The electronic energy comes out at -14453.9712 eV. For the energy above the lowest of the compared OMol25 structures with the same formula, charge and spin, the calculation gives 7.386 eV. Its frontier orbital gap is 7.9 eV. As for the HOMO energy: -0.40994 Eh. The net charge is +1. As for the multiplicity: 1.


DFT (wB97M-V/def2-TZVPD) results for an isolated molecule of C23H25N3O2S.

Structure (XYZ):
```
54
Properties=species:S:1:pos:R:3:mulliken_charge:R:1
C 5.088 3.748 -0.687 -1.46
C 3.744 3.092 -0.616 1.10
C 2.741 3.600 0.201 -0.94
C 1.506 2.985 0.280 -0.69
C 1.247 1.830 -0.457 1.13
C -0.033 1.161 -0.411 -0.36
N -0.239 -0.078 -0.815 -0.68
C -1.558 -0.333 -0.641 0.23
S -2.224 -1.886 -1.087 -0.25
C -0.746 -2.708 -1.774 -0.60
C 0.030 -3.428 -0.680 0.73
O 0.080 -4.640 -0.611 -0.69
N 0.633 -2.595 0.184 0.29
C 1.299 -3.058 1.373 -1.17
C 2.596 -2.295 1.623 0.12
C 3.603 -2.327 0.464 -0.75
C 4.357 -0.999 0.620 -0.21
C 3.532 -0.235 1.675 -0.20
O 2.307 -0.919 1.810 -0.45
C -2.201 0.785 -0.119 -0.15
C -3.578 1.050 0.223 1.35
C -4.018 2.350 0.495 -0.49
C -5.337 2.595 0.822 -0.69
C -6.248 1.553 0.885 -0.44
C -5.825 0.262 0.615 -0.86
C -4.508 0.010 0.288 -0.54
N -1.193 1.714 0.017 -0.01
C 2.255 1.313 -1.272 -0.37
C 3.480 1.941 -1.352 -0.77
H 5.036 4.783 -0.355 0.39
H 5.793 3.220 -0.043 0.27
H 5.478 3.721 -1.702 0.37
H 2.930 4.490 0.783 0.37
H 0.752 3.398 0.935 0.32
H -0.149 -1.938 -2.260 0.29
H -1.118 -3.433 -2.496 0.41
H 0.557 -1.590 0.046 0.03
H 0.646 -2.921 2.244 0.34
H 1.504 -4.124 1.247 0.51
H 3.068 -2.694 2.537 0.46
H 3.062 -2.359 -0.481 0.22
H 4.256 -3.195 0.523 0.44
H 5.378 -1.152 0.967 0.36
H 4.390 -0.449 -0.317 -0.05
H 4.060 -0.229 2.641 0.36
H 3.308 0.792 1.388 -0.01
H -3.335 3.186 0.437 0.25
H -5.657 3.606 1.026 0.37
H -7.278 1.748 1.140 0.39
H -6.528 -0.557 0.661 0.40
H -4.187 -1.000 0.086 0.32
H -1.310 2.646 0.378 0.21
H 2.051 0.420 -1.841 0.43
H 4.248 1.541 -1.999 0.36
```

The electronic energy comes out at -43658.8353 eV. For the energy above the lowest of the compared OMol25 structures with the same formula, charge and spin, the calculation gives 0.878 eV. Its frontier orbital gap is 7.7 eV. As for the HOMO energy: -0.27300 Eh. As for the multiplicity: 1.


DFT (wB97M-V/def2-TZVPD) results for the ion C22H31BrN3O2 with charge +1.

Structure (XYZ):
```
59
Properties=species:S:1:pos:R:3:mulliken_charge:R:1
C -6.127 -2.091 0.369 -1.25
C -6.381 -0.653 -0.068 -0.65
N -5.143 0.106 -0.234 0.18
C -5.329 1.553 -0.114 -0.60
C -6.237 2.183 -1.168 -1.17
C -4.340 -0.289 -1.389 -1.05
C -3.174 -1.175 -0.895 -0.89
N -2.833 -0.663 0.442 0.82
C -2.181 -1.617 1.360 -1.17
C -0.748 -1.805 0.947 0.69
C -0.288 -2.969 0.355 -0.60
C 1.021 -3.076 -0.081 -0.67
C 1.866 -1.990 0.075 -0.30
Br 3.659 -2.103 -0.536 -0.17
C 1.437 -0.813 0.670 -0.42
C 0.129 -0.722 1.120 0.76
O -0.401 0.356 1.780 -0.41
C 0.091 1.643 1.488 -0.96
C -0.474 2.097 0.143 0.75
O -1.430 1.502 -0.356 -0.83
N 0.083 3.151 -0.439 -0.12
C 1.269 3.862 0.010 -1.07
C 2.512 3.002 -0.060 0.50
C 3.407 2.966 1.002 -0.19
C 4.542 2.174 0.935 -0.59
C 4.788 1.409 -0.193 -0.54
C 3.901 1.443 -1.256 -0.81
C 2.769 2.235 -1.191 -0.14
H -5.512 -2.121 1.266 0.25
H -7.078 -2.564 0.597 0.44
H -5.651 -2.671 -0.417 0.28
H -6.968 -0.152 0.704 0.48
H -6.973 -0.659 -0.993 0.34
H -5.740 1.747 0.880 0.46
H -4.338 2.014 -0.164 0.21
H -7.252 1.804 -1.086 0.31
H -6.265 3.260 -1.024 0.43
H -5.870 1.982 -2.171 0.30
H -4.927 -0.825 -2.139 0.37
H -3.919 0.601 -1.859 0.47
H -3.484 -2.216 -0.804 0.57
H -2.322 -1.117 -1.570 0.40
H -2.224 0.194 0.313 -0.16
H -3.802 -0.320 0.740 0.53
H -2.720 -2.566 1.339 0.58
H -2.221 -1.202 2.370 0.36
H -0.958 -3.805 0.229 0.42
H 1.378 -3.983 -0.540 0.45
H 2.137 0.001 0.777 0.39
H -0.304 2.294 2.275 0.34
H 1.181 1.694 1.504 0.47
H -0.315 3.419 -1.329 0.32
H 1.117 4.221 1.033 0.37
H 1.388 4.733 -0.637 0.42
H 3.219 3.564 1.883 0.40
H 5.231 2.155 1.765 0.40
H 5.667 0.785 -0.244 0.45
H 4.093 0.850 -2.137 0.43
H 2.082 2.260 -2.025 0.39
```

The electronic energy comes out at -101920.1185 eV. For the energy above the lowest of the compared OMol25 structures with the same formula, charge and spin, the calculation gives 0.064 eV. Its frontier orbital gap is 9.7 eV. As for the HOMO energy: -0.42381 Eh. The net charge is +1. As for the multiplicity: 1.


DFT (wB97M-V/def2-TZVPD) results for an isolated molecule of C6H8OS at a distorted geometry.

Structure (XYZ):
```
16
Properties=species:S:1:pos:R:3:mulliken_charge:R:1
C 0.831 -0.321 -0.513 0.02
C 0.509 -1.298 0.567 -0.72
C 0.670 0.989 -0.498 0.32
C -0.559 -2.001 0.771 0.48
C 0.829 2.204 -1.380 -1.00
C -1.459 -2.960 0.974 -0.80
O -0.722 2.846 0.928 -0.64
S -0.175 1.498 1.164 0.31
H 1.203 -0.967 -1.465 0.22
H 1.407 -1.843 0.983 0.29
H 1.813 2.780 -1.488 0.25
H 0.150 2.943 -0.873 0.35
H 0.396 2.091 -2.429 0.26
H -1.423 -3.932 0.556 0.29
H -1.301 0.796 0.905 0.14
H -2.167 -2.823 1.797 0.22
```

The electronic energy comes out at -19229.5211 eV. For the energy above the lowest of the compared OMol25 structures with the same formula, charge and spin, the calculation gives 4.743 eV. Its frontier orbital gap is 9.6 eV. As for the HOMO energy: -0.33285 Eh. As for the multiplicity: 1.


> What is the electronic energy in the third record?

-43658.8353 eV